[1]
Density functional theory data (the ωB97M-V functional and the def2-TZVPD basis) for a cluster of 7 separate species, C55H99IN4O14S6 in total.

* net charge: 0
* HOMO: -8.65 eV
* spin multiplicity: 1

CARTESIAN COORDINATES (ANGSTROEM)
1 C -1.67284 2.48810 4.35509
2 C -2.95149 3.32768 4.30064
3 C -3.10341 4.11472 2.99661
4 C -2.95176 3.29591 1.74811
5 N -1.99067 3.58322 0.91982
6 C -1.87918 2.81531 -0.20777
7 C -0.86507 3.09164 -1.12630
8 C -0.69676 2.35102 -2.26661
9 C 0.41954 2.75822 -3.20982
10 C 1.74187 3.13173 -2.52747
11 C 2.40895 1.99063 -1.76082
12 C 2.52023 0.69463 -2.55642
13 N 3.31689 -0.35507 -1.92141
14 C -1.59496 1.26842 -2.53746
15 C -1.48025 0.49357 -3.82672
16 C -0.93906 -0.93913 -3.71216
17 C -0.73874 -1.49048 -5.11776
18 I -0.43942 -3.59746 -5.14793
19 C -2.60575 0.97558 -1.64149
20 C -3.60353 -0.13943 -1.85315
21 C -3.16634 -1.48025 -1.19584
22 C -4.03810 -1.88828 0.01593
23 C -3.18915 -2.24608 1.24504
24 N -3.77544 -3.16753 2.22825
25 C -5.20959 -2.98871 2.44453
26 C -3.41265 -4.52638 1.95798
27 C -3.78837 -5.14920 0.63398
28 O -2.79283 -5.15767 2.78183
29 C -2.75337 1.74990 -0.46454
30 N -3.76240 1.46304 0.41192
31 C -3.86227 2.21393 1.45810
32 O -4.86531 1.98428 2.33887
33 C -6.20415 2.14948 1.83352
34 C -6.40437 3.35923 0.91441
35 C -6.37870 2.91943 -0.57412
36 C -7.76251 4.01295 1.25142
37 C -8.00883 5.23063 0.34887
38 C -7.78528 4.51508 2.71710
39 H -1.44186 2.01609 3.40160
40 H -0.82929 3.10297 4.67298
41 H -1.77575 1.71622 5.11319
42 H -2.91281 4.05854 5.11201
43 H -3.82390 2.71075 4.50925
44 H -2.31046 4.86403 2.96650
45 H -4.04699 4.66662 2.97662
46 H -0.21682 3.93070 -0.91316
47 H 0.08751 3.64297 -3.76253
48 H 0.62486 1.97882 -3.93770
49 H 2.43499 3.47538 -3.29338
50 H 1.62240 3.97012 -1.84251
51 H 3.42133 2.29392 -1.48472
52 H 1.85253 1.80342 -0.83694
53 H 2.94047 0.92303 -3.54104
54 H 1.52412 0.28219 -2.71627
55 H 4.21056 0.01857 -1.62526
56 H 2.83113 -0.67902 -1.09432
57 H -0.88781 1.03845 -4.55843
58 H -2.47556 0.41071 -4.27172
59 H -1.68586 -1.56015 -3.22356
60 H -0.00412 -0.99340 -3.15886
61 H 0.12031 -1.03813 -5.60561
62 H -1.62709 -1.29523 -5.71337
63 H -4.55361 0.16057 -1.42164
64 H -3.74870 -0.27026 -2.92490
65 H -2.12780 -1.39297 -0.87696
66 H -3.25699 -2.26030 -1.95133
67 H -4.60635 -2.77455 -0.27396
68 H -4.76386 -1.11184 0.24652
69 H -2.25308 -2.68399 0.88802
70 H -2.90617 -1.32104 1.75633
71 H -5.50680 -3.55738 3.32582
72 H -5.40000 -1.93701 2.64254
73 H -5.82940 -3.33652 1.60982
74 H -3.35019 -4.59257 -0.19298
75 H -3.40100 -6.16547 0.62277
76 H -4.86909 -5.19782 0.50774
77 H -6.80719 2.25736 2.73145
78 H -6.52134 1.22376 1.34957
79 H -5.65606 4.13440 1.09039
80 H -5.62794 3.44638 -1.16101
81 H -6.14481 1.85936 -0.65616
82 H -7.35748 3.04658 -1.03290
83 H -8.57897 3.30499 1.08773
84 H -7.19536 5.94440 0.49069
85 H -8.04657 4.97162 -0.70797
86 H -8.95741 5.70333 0.60015
87 H -6.89021 4.22755 3.26670
88 H -7.87580 5.59988 2.75289
89 H -8.64630 4.12367 3.25992
90 O -1.48044 -0.78763 6.10919
91 S -2.55266 -1.74711 5.98962
92 O -3.80343 -1.36539 5.37925
93 C -1.92282 -3.23873 5.23871
94 C -1.42839 -4.07551 6.41295
95 C -2.50488 -3.94733 7.49947
96 C -2.86460 -2.46037 7.61457
97 H -1.14392 -2.98019 4.52586
98 H -2.74847 -3.72268 4.72267
99 H -1.26836 -5.11118 6.11721
100 H -0.47913 -3.68049 6.78207
101 H -3.38765 -4.51839 7.20556
102 H -2.16346 -4.34142 8.45552
103 H -3.90879 -2.29484 7.86692
104 H -2.22566 -1.93954 8.32495
105 O 6.62748 3.54656 -1.93887
106 S 5.86915 4.45617 -2.76555
107 O 4.42419 4.44967 -2.70506
108 C 6.49161 6.11538 -2.52752
109 C 7.58632 6.26345 -3.58331
110 C 7.00423 5.63491 -4.85738
111 C 6.39218 4.28633 -4.46984
112 H 6.83871 6.22153 -1.50196
113 H 5.66368 6.79748 -2.71941
114 H 7.84842 7.30955 -3.72975
115 H 8.48760 5.73141 -3.27050
116 H 6.21362 6.27783 -5.24428
117 H 7.75694 5.50031 -5.63242
118 H 5.51797 4.03848 -5.06739
119 H 7.11169 3.47094 -4.51831
120 O 4.27622 6.93200 -5.83969
121 S 3.73411 6.00174 -6.80226
122 O 4.60947 5.31765 -7.71866
123 C 2.71477 4.81992 -5.92157
124 C 1.33074 5.45887 -5.90656
125 C 1.11676 6.03528 -7.31394
126 C 2.39181 6.79913 -7.69488
127 H 3.13224 4.65566 -4.92844
128 H 2.72448 3.89315 -6.49554
129 H 0.56327 4.73273 -5.64325
130 H 1.30206 6.26141 -5.16645
131 H 0.94890 5.22101 -8.02110
132 H 0.24682 6.68842 -7.35407
133 H 2.61378 6.75226 -8.75775
134 H 2.35803 7.83688 -7.36936
135 O 10.47466 2.26689 1.46634
136 S 9.31055 3.04222 1.81592
137 O 9.40823 4.46884 1.99860
138 C 7.99358 2.66252 0.66803
139 C 7.27628 1.47548 1.29892
140 C 7.16226 1.79748 2.79588
141 C 8.53595 2.29645 3.26188
142 H 8.41859 2.45370 -0.30916
143 H 7.34536 3.53418 0.60956
144 H 6.30037 1.31819 0.84192
145 H 7.86612 0.56688 1.15859
146 H 6.41592 2.58027 2.94332
147 H 6.84555 0.93058 3.37398
148 H 8.46938 3.04939 4.04272
149 H 9.17819 1.48107 3.58838
150 O 0.36670 -7.31692 4.11898
151 S -0.31276 -8.59062 4.11135
152 O -0.68907 -9.22544 5.34866
153 C -1.72654 -8.48369 3.02031
154 C -1.17094 -8.86819 1.65320
155 C -0.24700 -10.06989 1.88909
156 C 0.63726 -9.73329 3.09381
157 H -2.13354 -7.47559 3.05577
158 H -2.46618 -9.20341 3.37072
159 H -1.96681 -9.10154 0.94728
160 H -0.59317 -8.03481 1.24541
161 H -0.84596 -10.95732 2.10290
162 H 0.35968 -10.28422 1.01018
163 H 0.89125 -10.60591 3.68969
164 H 1.54658 -9.21458 2.79531
165 O 2.12759 -9.27272 -0.78119
166 S 3.07572 -8.23012 -1.09558
167 O 4.00351 -8.38242 -2.18421
168 C 2.17808 -6.68875 -1.25546
169 C 2.15547 -6.11831 0.16036
170 C 3.56521 -6.33729 0.72474
171 C 3.96396 -7.78434 0.40670
172 H 1.19128 -6.89262 -1.66423
173 H 2.74096 -6.04804 -1.93370
174 H 1.87791 -5.06553 0.15831
175 H 1.42640 -6.65614 0.77127
176 H 4.26222 -5.64779 0.24493
177 H 3.60219 -6.14940 1.79653
178 H 5.02826 -7.89990 0.22026
179 H 3.64786 -8.47298 1.18794

These are the Löwdin partial charges, in e, on atoms 1 to 8:
1 C -0.082
2 C -0.240
3 C -0.137
4 C -0.204
5 N 0.202
6 C -0.187
7 C 0.029
8 C -0.141

---

[2]
Density functional theory data (the ωB97M-V functional and the def2-TZVPD basis) for a cluster of 14 separate species, C56H112O19S5 in total.

* net charge: 0
* relative energy (zero: lowest compared OMol25 entry of this formula, charge and spin): 40.7 kcal per mole
* HOMO: -9.07 eV
* spin multiplicity: 1

CARTESIAN COORDINATES (ANGSTROEM)
1 C 3.92168 1.27411 -4.41558
2 C 2.53289 2.04052 -4.62158
3 C 2.85632 3.45709 -4.14497
4 S 3.81559 3.38752 -2.69269
5 O 2.85573 3.22085 -1.63495
6 O 4.76480 4.47770 -2.63419
7 C 4.56413 1.85046 -3.13540
8 H 4.55133 1.39180 -5.30159
9 H 3.77327 0.19456 -4.32456
10 H 1.80395 1.56790 -3.98190
11 H 2.31723 2.06978 -5.69922
12 H 1.94138 3.95897 -3.96108
13 H 3.42061 4.00991 -4.93730
14 H 4.28091 1.23566 -2.31869
15 H 5.64758 2.01533 -3.18190
16 C 5.07880 -3.02911 -0.10362
17 C 5.73447 -3.24803 -1.50493
18 C 5.07739 -2.14238 -2.31016
19 S 3.35475 -2.43711 -1.86707
20 O 2.82401 -3.50009 -2.67700
21 O 2.66166 -1.16475 -1.88677
22 C 3.58499 -3.09195 -0.28845
23 H 5.39156 -1.98914 0.29585
24 H 5.32508 -3.79934 0.62475
25 H 5.66363 -4.27426 -1.92786
26 H 6.81191 -3.07366 -1.37947
27 H 5.09572 -2.25007 -3.39664
28 H 5.35623 -1.11205 -2.06392
29 H 3.17234 -4.16550 -0.34775
30 H 3.02190 -2.45411 0.39594
31 C 0.14893 1.13488 -0.07963
32 C -0.09963 0.36955 -1.35708
33 C -0.69764 -1.00999 -1.02048
34 S -0.20078 -1.32597 0.68783
35 O 0.55617 -2.54866 0.96466
36 O -1.35559 -1.19975 1.54192
37 C 0.85082 0.13321 0.78177
38 H -0.79606 1.39868 0.38404
39 H 0.67659 2.01006 -0.35454
40 H 0.76837 0.23251 -1.95399
41 H -0.85576 0.81197 -2.06049
42 H -0.31892 -1.84839 -1.58265
43 H -1.79984 -1.03810 -1.07831
44 H 1.79966 -0.14217 0.48109
45 H 0.82011 0.37399 1.85146
46 C -0.64082 -5.51217 0.49406
47 C -0.04866 -5.04348 -0.87206
48 C -1.20552 -5.12573 -1.88508
49 S -2.65397 -4.70994 -1.02061
50 O -3.57843 -5.79995 -1.17419
51 O -3.04805 -3.33893 -1.21165
52 C -1.92831 -4.67544 0.61891
53 H -0.01468 -5.32515 1.39330
54 H -0.91030 -6.63276 0.37327
55 H 0.74040 -5.74204 -1.23513
56 H 0.37281 -4.03761 -0.74802
57 H -1.40779 -6.12837 -2.17771
58 H -1.00533 -4.52585 -2.74192
59 H -2.61271 -5.06412 1.41840
60 H -1.78814 -3.57280 0.84379
61 C 1.25074 6.77654 1.85431
62 C 0.40360 6.15565 0.69321
63 C 0.78307 4.68941 0.66155
64 S 1.03844 4.28243 2.40506
65 O 2.38846 3.73257 2.58836
66 O -0.11418 3.40330 2.72338
67 C 0.95327 5.96403 3.10931
68 H 1.20282 7.86663 1.86635
69 H 2.29754 6.65657 1.57812
70 H 0.51037 6.71836 -0.21782
71 H -0.65605 6.21707 0.93851
72 H 1.74681 4.54636 0.16533
73 H 0.06068 3.94146 0.37342
74 H 1.62525 5.94912 3.96198
75 H -0.06735 6.00466 3.51173
76 C 5.07387 2.37962 0.98447
77 C 6.44125 1.85418 1.17635
78 C 6.55084 0.73787 0.08693
79 O 5.19642 0.45250 -0.36349
80 C 4.29463 1.14223 0.60004
81 H 4.93017 3.06428 0.12790
82 H 4.63278 2.84127 1.87502
83 H 6.63348 1.55190 2.25171
84 H 7.23152 2.54543 0.92820
85 H 6.95801 -0.21764 0.41745
86 H 7.08794 1.15045 -0.81750
87 H 4.05261 0.58764 1.50133
88 H 3.37346 1.38006 0.06690
89 C 2.77707 -4.24744 3.35246
90 C 2.87325 -4.53372 4.88612
91 C 3.44964 -3.29403 5.44125
92 O 4.27048 -2.77006 4.39989
93 C 3.54455 -2.92131 3.18666
94 H 1.71926 -4.15150 2.92091
95 H 3.21490 -5.10551 2.88108
96 H 3.73775 -5.21993 4.95188
97 H 1.99043 -4.89881 5.38699
98 H 4.09615 -3.35655 6.33078
99 H 2.64078 -2.62874 5.62127
100 H 4.25613 -2.95245 2.26711
101 H 2.89483 -1.99070 3.13274
102 C -0.67006 -0.05190 -4.92402
103 C 0.57265 -0.83730 -5.37854
104 C 0.05067 -2.23336 -5.43193
105 O -0.83732 -2.27493 -4.22646
106 C -1.66494 -1.05845 -4.40674
107 H -1.11376 0.44565 -5.79651
108 H -0.34586 0.69924 -4.23402
109 H 1.28057 -0.88089 -4.50290
110 H 1.02256 -0.42083 -6.31208
111 H 0.77513 -3.05561 -5.18883
112 H -0.45668 -2.52919 -6.35235
113 H -2.13576 -0.85653 -3.40634
114 H -2.43409 -1.25287 -5.13067
115 C 1.21294 1.65055 5.49247
116 C 0.15074 0.57952 5.74126
117 C 0.02487 -0.09694 4.40694
118 O 1.33371 -0.03271 3.82486
119 C 2.17097 0.96585 4.53882
120 H 1.74691 1.86370 6.45679
121 H 0.73395 2.53825 5.11133
122 H -0.78076 1.09529 5.96986
123 H 0.48489 -0.15241 6.53763
124 H -0.57628 0.47782 3.73569
125 H -0.29893 -1.14526 4.38717
126 H 2.58963 1.62943 3.83077
127 H 2.89767 0.42280 5.10932
128 C -2.28229 -2.17846 5.65571
129 C -1.75606 -2.99321 4.42902
130 C -0.60418 -3.73696 5.05501
131 O -1.21194 -4.17597 6.31251
132 C -1.76563 -2.99592 6.88713
133 H -3.39364 -2.12807 5.67447
134 H -1.74727 -1.24597 5.68421
135 H -1.54185 -2.33084 3.54256
136 H -2.46259 -3.72413 4.05148
137 H 0.37653 -3.20335 5.36669
138 H -0.33091 -4.68199 4.55484
139 H -1.13571 -2.37409 7.53065
140 H -2.59288 -3.34440 7.48789
141 C -3.60643 3.43276 2.83556
142 C -3.38927 4.93445 2.62616
143 C -3.39911 5.10508 1.10859
144 O -3.43537 3.79607 0.58236
145 C -4.21974 3.02247 1.49951
146 H -4.24158 3.09486 3.71064
147 H -2.56972 2.92609 2.79502
148 H -2.42816 5.22837 3.01911
149 H -4.13364 5.55865 3.16154
150 H -2.47543 5.48316 0.62366
151 H -4.30119 5.63415 0.74373
152 H -4.04597 2.00349 1.24440
153 H -5.25480 3.26716 1.43117
154 C -0.76883 3.94618 -3.92513
155 C -2.23459 3.76420 -3.65504
156 C -2.52621 4.71588 -2.45225
157 O -1.21269 4.98798 -1.90456
158 C -0.22425 4.26756 -2.54914
159 H -0.51395 4.85325 -4.53925
160 H -0.27530 3.13602 -4.43633
161 H -2.34942 2.73010 -3.32296
162 H -2.89706 3.88185 -4.51072
163 H -3.03004 4.11400 -1.73389
164 H -3.04846 5.59502 -2.61361
165 H 0.06282 3.40736 -1.99233
166 H 0.71212 4.84793 -2.57494
167 C -7.37388 -2.19818 -3.87020
168 C -6.49455 -3.32230 -3.23577
169 C -5.07528 -3.01268 -3.85918
170 O -5.17470 -1.82790 -4.53845
171 C -6.56539 -1.68955 -5.01291
172 H -7.48790 -1.25341 -3.26069
173 H -8.35313 -2.56192 -4.11155
174 H -6.72750 -4.30016 -3.57282
175 H -6.59195 -3.29720 -2.15719
176 H -4.81434 -3.85689 -4.51588
177 H -4.26983 -3.01426 -3.08837
178 H -6.69124 -2.28481 -5.98062
179 H -6.83277 -0.64900 -5.32181
180 C -5.78597 -0.42484 0.10808
181 C -5.80957 0.43896 -1.15144
182 C -4.43915 0.25950 -1.75945
183 O -3.59522 0.24758 -0.63997
184 C -4.25690 -0.59579 0.30502
185 H -6.12431 -1.48464 -0.02515
186 H -6.36013 -0.00469 0.92357
187 H -6.06080 1.42964 -0.90452
188 H -6.63178 0.05785 -1.80329
189 H -4.14076 1.06179 -2.49989
190 H -4.28762 -0.73283 -2.31543
191 H -3.79164 -0.28085 1.26921
192 H -4.05685 -1.65439 0.09832

These are the Löwdin partial charges, in e, on atoms 1 to 8:
1 C -0.159
2 C -0.172
3 C -0.254
4 S 0.654
5 O -0.310
6 O -0.309
7 C -0.218
8 H 0.110